C5H12N2 | ωB97M-V/def2-TZVPD

Cartesian coordinates (Å):
1 C -0.471 0.360 -0.851
2 C -0.947 1.605 -0.093
3 C -1.663 1.249 1.174
4 C -1.746 0.062 1.776
5 N 0.888 0.008 -0.492
6 C 1.299 -1.293 -0.999
7 N 2.588 -1.775 -0.548
8 H -1.214 -0.444 -0.742
9 H -0.440 0.496 -1.936
10 H -1.696 2.146 -0.676
11 H -0.044 2.219 -0.097
12 H -2.060 2.087 1.744
13 H -2.300 -0.033 2.700
14 H -0.923 -0.636 1.638
15 H 1.063 0.055 0.507
16 H 0.514 -2.030 -0.770
17 H 1.324 -1.272 -2.094
18 H 3.248 -1.014 -0.713
19 H 2.579 -1.791 0.472

Output
HOMO ... -0.32468 hartree
Energy above the lowest of the compared OMol25 structures with the same formula, charge and spin ... 42.3 kcal per mole
SMILES ... C=CCCNCN
Charge ... 0

These are the natural (NBO) partial charges, in e, on atoms 1 to 2: number 1, C, carries -0.2184; number 2, C, carries -0.4705